(1)
Formula: C6H16N2O
Source: the OMol25 dataset
Level of theory: the ωB97M-V functional and the def2-TZVPD basis

XYZ file:
```
25
Properties=species:S:1:pos:R:3:forces:R:3:nbo_charge:R:1
C -2.267 -0.939 -0.479 -0.304 -0.264 -0.440 -0.661
C -1.425 0.054 -1.253 0.462 -1.718 2.871 -0.058
N -0.258 0.656 -0.106 -2.152 0.507 -3.292 -0.040
C -0.836 1.361 1.044 -0.341 -0.159 0.074 -0.428
O -0.087 1.585 -1.168 1.955 1.864 0.332 -0.767
C 1.077 0.015 0.204 0.267 -0.505 -0.120 0.294
C 1.005 -0.857 1.459 -0.058 0.175 -0.128 -0.635
C 1.509 -0.828 -1.003 -0.140 0.171 0.084 -0.645
N 1.974 1.142 0.451 -0.274 0.055 -0.054 -0.877
H -2.803 -0.474 0.347 0.059 0.063 0.036 0.210
H -1.679 -1.774 -0.102 -0.025 -0.053 0.015 0.203
H -3.027 -1.321 -1.167 -0.028 -0.158 0.086 0.220
H -2.061 0.829 -1.678 0.632 0.314 0.498 0.227
H -0.818 -0.422 -2.012 0.071 0.197 0.126 0.217
H -1.177 0.654 1.800 0.052 -0.009 0.051 0.194
H -1.685 1.939 0.686 0.103 -0.035 -0.065 0.223
H -0.084 2.035 1.458 -0.034 -0.132 -0.109 0.242
H 1.952 -1.386 1.570 -0.035 -0.051 -0.025 0.220
H 0.199 -1.586 1.387 0.005 -0.104 -0.001 0.208
H 0.865 -0.248 2.349 -0.028 0.030 0.002 0.225
H 1.475 -0.215 -1.903 -0.017 0.011 0.013 0.246
H 0.879 -1.708 -1.132 -0.025 -0.051 0.006 0.202
H 2.534 -1.170 -0.852 -0.021 0.007 0.063 0.213
H 1.796 1.814 -0.300 -0.031 -0.082 -0.014 0.406
H 2.941 0.845 0.400 -0.093 -0.073 -0.011 0.362
```
Positions in Å, forces in eV/Å.

The value obtained for the HOMO-LUMO gap is 8.460 eV. The calculation puts the HOMO energy at -7.61 eV. The SMILES is CC[N@+](C)([O-])C(C)(C)N. The value obtained for the LUMO energy is 0.9 eV. The charge is 0.



(2)
Formula: C40H86O33
Source: the OMol25 dataset
Level of theory: the ωB97M-V functional and the def2-TZVPD basis

XYZ file:
```
159
Properties=species:S:1:pos:R:3:forces:R:3:lowdin_charge:R:1
O 2.173 1.915 4.138 1.209 -1.572 -1.025 -0.035
H 1.286 1.950 3.799 -0.942 0.073 -0.113 -0.021
H 2.214 2.621 4.740 -0.011 1.457 1.228 0.017
O -0.366 2.862 4.045 -0.721 -0.085 -1.541 -0.066
H -0.464 3.211 3.123 0.295 -0.125 0.960 0.043
H -0.958 2.089 3.978 0.088 0.292 0.286 0.038
O 2.440 -0.373 -5.449 0.346 0.840 0.427 -0.051
H 1.931 -0.949 -6.007 -0.372 -0.189 -0.466 0.023
H 2.198 0.544 -5.679 -0.018 -0.571 0.025 0.035
C -0.658 7.554 1.087 0.651 -0.597 -0.731 -0.046
C -0.043 6.371 1.869 -0.832 2.019 -2.694 -0.163
O 1.140 6.035 1.118 -0.543 -0.126 0.568 0.052
C 1.284 4.759 0.796 1.381 -0.738 0.913 -0.593
O 0.530 3.843 1.022 -0.544 0.268 -0.138 0.110
O 2.529 4.613 0.325 0.420 -1.231 -0.112 0.016
C 2.950 3.193 0.238 0.257 0.839 1.088 0.000
H -0.909 7.234 0.075 0.060 -0.315 -0.100 0.062
H 0.026 8.393 0.929 -0.011 -0.103 0.505 0.082
H -1.587 7.881 1.488 -0.664 0.439 0.748 0.063
H -0.768 5.605 1.906 -0.416 -1.245 -0.190 0.094
H 0.146 6.668 2.849 1.107 0.310 1.614 0.107
H 3.806 3.118 -0.414 0.198 0.439 -0.195 0.093
H 2.133 2.663 -0.167 -0.809 -0.771 -0.407 0.046
H 3.226 2.747 1.236 -0.439 0.827 -0.771 0.115
C 8.049 -2.137 0.985 0.780 0.324 0.928 -0.049
C 8.085 -0.625 1.086 -0.046 -0.639 -0.006 -0.230
O 7.731 -0.149 2.379 -0.712 0.565 1.290 0.045
C 6.459 0.296 2.535 0.652 -1.494 -0.910 -0.579
O 5.676 0.321 1.626 -0.343 0.370 -0.958 0.090
O 6.144 0.557 3.781 1.272 -0.617 0.018 0.042
C 4.800 0.948 3.927 -1.624 0.943 0.179 -0.062
H 8.268 -2.462 -0.026 -0.052 0.021 -0.205 0.076
H 7.058 -2.460 1.277 -0.137 -0.363 0.046 0.077
H 8.824 -2.559 1.652 -0.543 -0.052 -0.218 0.086
H 7.449 -0.233 0.348 -1.106 0.718 -0.770 0.097
H 9.034 -0.205 0.892 1.302 0.191 -0.086 0.112
H 4.149 0.700 3.073 0.724 -0.059 0.492 0.059
H 4.824 2.040 3.987 -0.397 -0.194 0.333 0.102
H 4.353 0.475 4.807 0.445 0.289 -0.038 0.104
C -3.001 3.462 -3.906 1.208 -0.866 -0.659 -0.055
C -1.912 4.343 -4.529 -0.227 -0.749 -1.094 -0.232
O -1.814 5.423 -3.654 1.619 1.696 1.072 0.011
C -0.648 6.128 -3.793 -2.215 -2.006 1.452 -0.598
O 0.042 6.076 -4.754 0.805 0.375 -1.397 0.137
O -0.407 6.685 -2.624 1.122 2.144 -0.411 0.015
C 0.690 7.679 -2.757 -0.080 -0.327 1.769 0.016
H -3.972 3.948 -3.832 0.038 0.160 -0.306 0.076
H -2.674 3.254 -2.874 -0.165 -0.277 -0.565 0.048
H -3.059 2.522 -4.508 -0.214 0.598 0.706 0.096
H -2.152 4.778 -5.495 -0.478 -0.373 -0.407 0.123
H -0.907 3.866 -4.714 -1.060 0.042 0.665 0.129
H 1.279 7.417 -3.598 0.462 -0.174 -0.771 0.065
H 1.324 7.521 -1.856 -0.642 0.454 -0.517 0.105
H 0.320 8.720 -2.864 -0.086 -0.812 0.306 0.107
C -5.680 1.498 -2.298 1.434 -0.152 0.359 -0.051
C -5.391 0.095 -2.753 2.200 0.185 -0.751 -0.155
O -3.891 0.023 -2.987 -1.942 -0.860 0.633 0.002
C -3.493 -1.148 -3.526 -1.135 1.136 -1.451 -0.631
O -4.192 -1.994 -4.054 0.295 0.482 1.188 0.102
O -2.187 -1.066 -3.604 1.518 -1.886 -0.503 -0.003
C -1.598 -2.270 -4.250 -1.171 -0.221 0.948 0.013
H -5.246 2.148 -3.080 -0.813 0.070 0.467 0.071
H -5.247 1.796 -1.306 -0.185 -0.687 -0.929 0.078
H -6.737 1.499 -2.179 -1.050 0.775 -0.232 0.070
H -5.855 -0.168 -3.699 -0.077 0.305 -0.163 0.120
H -5.654 -0.689 -2.085 -0.107 -0.536 0.916 0.112
H -0.593 -2.010 -4.460 0.843 0.387 -0.358 0.064
H -2.190 -2.549 -5.142 0.440 0.272 0.530 0.101
H -1.575 -3.112 -3.519 -0.225 0.668 -0.507 0.099
C -3.154 3.729 -0.474 0.925 0.002 0.826 -0.048
C -3.580 3.442 0.952 0.779 0.802 0.725 -0.208
O -3.988 2.095 0.928 -0.865 -2.425 0.842 0.009
C -3.662 1.326 1.991 2.148 0.832 1.809 -0.535
O -3.040 1.766 2.983 -1.944 -0.926 -2.087 0.052
O -3.949 0.026 1.809 -0.584 0.997 0.236 -0.023
C -3.605 -0.783 2.998 1.449 0.578 -1.500 0.018
H -2.439 2.947 -0.762 0.097 0.546 0.047 0.065
H -2.725 4.739 -0.574 -0.148 -0.444 -0.160 0.095
H -4.003 3.588 -1.114 -0.471 0.291 -0.361 0.050
H -4.400 4.090 1.254 -0.382 -0.109 -0.023 0.126
H -2.845 3.517 1.785 0.030 0.277 -1.034 0.121
H -4.257 -0.499 3.791 -0.463 -0.068 0.613 0.089
H -2.570 -0.446 3.204 -0.541 -0.838 0.335 0.084
H -3.675 -1.843 2.696 -0.033 0.685 0.195 0.104
C -3.429 -6.001 1.288 -1.952 -1.670 -0.656 -0.035
C -2.737 -7.386 1.051 0.974 2.494 0.721 -0.130
O -1.314 -7.194 0.743 -1.737 -0.652 -0.643 0.051
C -0.612 -6.963 1.819 1.714 0.945 -0.361 -0.603
O -1.059 -6.779 2.927 0.944 -0.341 -0.215 0.119
O 0.692 -6.871 1.368 -0.606 -0.759 2.328 -0.036
C 1.661 -6.862 2.457 -0.686 0.782 1.295 -0.034
H -2.896 -5.292 1.851 1.147 0.243 1.159 0.022
H -4.388 -6.194 1.887 1.140 0.426 -1.317 0.090
H -3.621 -5.438 0.355 -0.326 -0.745 0.179 0.084
H -3.123 -8.006 0.308 -0.701 -0.273 -1.879 0.101
H -2.786 -8.024 1.892 -0.030 -0.238 1.410 0.101
H 1.396 -6.102 3.255 0.107 -0.614 -1.144 0.108
H 2.610 -6.579 2.021 0.063 -0.163 -0.153 0.083
H 1.719 -7.818 3.030 -0.111 0.398 -0.919 0.101
C -4.487 -6.486 4.741 -1.598 1.445 3.152 -0.055
C -3.216 -5.934 5.293 1.286 1.161 0.060 -0.153
O -2.970 -4.522 4.791 -2.436 -1.676 -0.837 0.044
C -1.844 -4.023 5.188 0.517 0.053 -0.664 -0.715
O -1.105 -4.599 5.913 1.738 -0.526 1.766 0.132
O -1.602 -2.857 4.606 0.530 1.044 0.223 -0.033
C -0.504 -2.092 5.247 -1.612 0.349 -0.289 0.018
H -4.525 -6.695 3.738 0.249 -0.595 -2.254 0.004
H -5.278 -5.714 4.963 0.545 -0.664 -0.394 0.106
H -4.820 -7.356 5.342 0.469 0.248 -0.408 0.097
H -2.300 -6.489 5.089 -0.250 -0.047 -0.311 0.108
H -3.252 -5.820 6.370 -0.224 -0.096 0.180 0.121
H -0.567 -1.103 4.767 0.338 -0.568 0.078 0.076
H 0.449 -2.581 5.119 0.114 -0.093 -0.094 0.094
H -0.779 -1.992 6.300 0.352 -0.088 -0.088 0.098
C 0.586 1.209 -3.016 -0.348 0.460 0.256 -0.052
C 1.584 2.270 -3.391 -0.620 1.785 0.109 -0.209
O 1.371 2.707 -4.770 0.546 -0.281 -0.494 -0.008
C 2.070 3.813 -5.133 0.452 -0.632 0.634 -0.616
O 2.766 4.415 -4.360 -0.035 0.548 -0.286 0.127
O 1.932 4.021 -6.435 -0.992 -1.010 -0.012 -0.005
C 2.239 5.303 -6.980 0.338 -1.154 -0.732 -0.017
H -0.485 1.544 -2.986 1.038 -0.100 -0.279 0.088
H 0.901 1.056 -1.983 -0.376 -0.784 0.156 0.061
H 0.679 0.314 -3.631 0.039 -0.055 0.258 0.065
H 2.634 1.983 -3.167 -0.585 0.051 -0.635 0.140
H 1.369 3.190 -2.803 0.337 -0.637 -0.006 0.126
H 3.317 5.380 -6.984 0.197 0.607 -0.005 0.097
H 1.716 6.008 -6.403 -0.228 1.270 0.670 0.059
H 1.840 5.299 -8.007 0.257 -0.099 0.450 0.106
C 3.400 -5.900 -1.843 0.487 -0.115 -0.441 -0.067
C 2.235 -4.956 -1.970 0.211 -0.126 -0.613 -0.235
O 1.924 -4.602 -0.631 -1.924 1.020 0.609 -0.002
C 0.654 -4.066 -0.464 2.253 -0.563 1.673 -0.554
O -0.003 -3.529 -1.295 -0.617 0.124 -0.755 0.148
O 0.371 -4.185 0.848 -0.347 0.620 -0.451 -0.010
C -0.843 -3.516 1.276 0.890 0.909 1.013 0.010
H 4.138 -5.545 -1.135 0.024 0.168 0.263 0.079
H 3.948 -6.111 -2.763 -0.299 0.253 -0.223 0.080
H 2.995 -6.832 -1.512 0.033 -0.726 0.490 0.069
H 1.370 -5.527 -2.313 0.068 0.340 -0.636 0.128
H 2.461 -4.085 -2.622 -0.389 -0.359 0.549 0.135
H -1.022 -3.805 2.342 0.414 0.392 -0.955 0.105
H -1.657 -3.840 0.690 -0.925 -0.409 -0.783 0.064
H -0.766 -2.397 1.157 0.120 -1.160 0.289 0.107
C 3.147 -0.213 -0.180 2.204 0.553 -1.194 -0.069
C 2.324 -0.266 1.028 -0.259 0.711 0.711 -0.171
O 0.998 0.202 0.592 0.191 -0.716 -0.067 0.031
C 0.057 0.119 1.518 0.115 1.256 0.436 -0.640
O 0.238 -0.080 2.682 0.585 -0.626 1.032 0.133
O -1.151 0.481 1.130 -1.343 -0.504 -0.874 0.004
C -1.590 0.175 -0.200 0.472 1.607 -1.129 -0.012
H 4.231 -0.473 -0.075 -1.105 -0.301 0.418 0.092
H 3.243 0.804 -0.564 -0.378 0.082 0.055 0.058
H 2.704 -0.789 -0.955 -0.273 -0.715 -0.833 0.071
H 2.725 0.458 1.752 -0.510 -0.481 0.161 0.099
H 2.228 -1.270 1.446 -0.034 0.217 0.127 0.140
H -2.599 -0.208 -0.281 -0.150 0.019 0.728 0.094
H -0.918 -0.503 -0.657 0.649 -0.915 -0.436 0.076
H -1.525 1.096 -0.815 -0.153 -0.464 0.400 0.086
```
Positions in Å, forces in eV/Å.

The value obtained for the HOMO-LUMO gap is 10.898 eV. The calculation puts the HOMO energy at -10.39 eV. The value obtained for the LUMO energy is 0.5 eV. The charge is 0.